(1)
Density functional theory data (ωB97M-V/def2-TZVPD) for C5H9N3 as an isolated structure in a non-equilibrium geometry.

```
17
Properties=species:S:1:pos:R:3:mulliken_charge:R:1
H 0.675 -2.360 -1.240 0.46
H 2.669 -0.603 0.159 0.35
C 0.170 -1.450 -1.081 -0.62
H 1.392 2.051 -0.533 0.35
H -2.126 1.255 1.458 0.33
H -1.107 0.418 -1.086 0.39
C 0.599 -0.113 -0.288 0.60
H -0.319 -0.975 -2.010 0.29
H 1.506 -1.355 1.675 0.25
N 0.528 1.363 -0.470 -0.17
H -0.982 -2.163 0.487 0.33
H 2.115 0.432 1.516 0.29
N -0.272 1.837 0.566 -0.49
C -0.943 -0.152 -0.073 -0.27
C 1.756 -0.470 0.788 -1.14
C -1.189 0.948 0.896 -0.48
N -1.140 -1.669 -0.366 -0.46
```

Results
E_HOMO, eV: -8.96

(2)
Density functional theory data (ωB97M-V/def2-TZVPD) for C8H14CdN3S as an isolated structure in a non-equilibrium geometry.

```
27
Properties=species:S:1:pos:R:3:mulliken_charge:R:1
Cd -0.211 0.162 0.572 0.37
H 1.350 0.509 5.591 0.33
H 1.697 -1.905 0.756 0.27
H 0.240 -2.154 1.721 0.26
H 4.400 3.234 4.103 0.34
H -0.335 2.584 -0.840 0.26
C 1.806 1.729 2.469 0.25
H 3.409 1.853 5.989 0.31
C 0.601 -1.838 0.731 -1.29
N 1.497 1.621 1.104 -0.30
C 3.520 2.610 3.947 -0.27
C 1.190 1.026 3.517 -0.72
H -1.412 1.583 -1.607 0.47
C 2.338 2.293 0.328 0.09
N 2.112 2.380 -1.043 -0.47
H 0.241 -2.542 -0.009 0.32
H 1.891 1.503 -1.506 0.19
S 3.500 3.265 1.158 -0.37
H 0.273 0.459 3.317 0.14
H -0.857 -1.928 -2.660 -0.08
C 2.939 2.527 2.682 0.47
N -1.059 1.873 -0.692 -1.53
H -1.846 2.320 -0.214 0.69
H -0.591 -2.611 -2.551 0.06
C 2.964 1.844 4.991 -0.60
C 1.798 1.082 4.776 -0.39
H 2.833 2.907 -1.522 0.20
```

Results
Net charge: -1
E_HOMO (spin up / spin down), eV: -0.62 / -0.35

(3)
Density functional theory data (ωB97M-V/def2-TZVPD) for a 3-piece molecular cluster, C3H3N3O overall in a non-equilibrium geometry.

```
10
Properties=species:S:1:pos:R:3:mulliken_charge:R:1
N 1.331 -0.505 -2.150 -0.50
C -0.307 1.242 0.359 0.80
H 0.157 -1.633 -0.730 0.31
O -1.076 -1.966 1.669 -0.24
C -0.516 -1.713 0.704 0.18
N -1.195 2.095 0.278 -0.59
N 0.754 -0.804 -1.222 0.39
H 1.399 0.253 1.073 0.36
H -1.052 2.803 -0.439 0.27
C 0.506 0.229 0.458 -0.99
```

Results
E_HOMO, eV: -8.52

(4)
Density functional theory data (ωB97M-V/def2-TZVPD) for one molecule with the formula C2Cl3F in a non-equilibrium geometry.

```
6
Properties=species:S:1:pos:R:3:mulliken_charge:R:1
Cl 2.019 -0.536 -0.002 -0.14
Cl 0.559 2.039 -0.076 -0.14
Cl -2.176 0.233 0.005 -0.12
C -0.588 -0.403 0.040 0.36
F -0.379 -1.677 -0.139 -0.19
C 0.564 0.343 0.171 0.23
```

Results
SMILES: FC(Cl)=C(Cl)Cl
E_HOMO, eV: -9.28

(5)
Density functional theory data (ωB97M-V/def2-TZVPD) for C28H77CrFN7O11PdS as an isolated structure in a non-equilibrium geometry.

```
127
Properties=species:S:1:pos:R:3:mulliken_charge:R:1
H 16.446 22.463 12.660 0.48
H 13.379 16.171 10.506 -0.04
C 6.952 22.864 11.972 -0.66
H 10.136 24.686 11.687 0.14
C 13.259 17.291 8.686 0.32
H 15.129 18.611 15.692 0.56
C 8.757 17.095 9.963 -1.18
C 9.419 15.924 10.694 0.21
H 12.890 18.214 20.118 0.41
N 12.093 17.878 9.275 -0.01
C 12.949 16.216 7.636 -1.13
O 10.279 26.585 12.390 -0.38
H 8.862 15.458 11.511 0.51
H 13.848 15.629 5.008 0.30
N 8.961 21.537 12.502 -0.40
C 8.181 22.097 11.416 0.52
H 7.034 23.513 9.201 0.25
C 10.151 25.192 12.655 -0.50
H 8.834 14.140 9.716 0.56
H 12.290 14.640 13.220 0.09
H 10.316 22.762 13.232 0.26
H 10.291 18.621 18.044 0.25
H 7.219 21.128 9.709 0.49
C 17.508 17.817 12.274 -0.67
H 14.878 16.163 9.421 0.71
H 11.529 17.460 19.495 0.45
H 15.008 19.263 12.208 -0.54
N 13.166 14.432 12.759 -0.45
H 14.736 21.915 12.684 0.11
H 11.592 18.368 8.546 0.36
C 15.576 14.175 12.915 -1.24
H 12.797 25.735 12.486 0.55
H 11.135 18.887 20.259 0.43
O 15.703 12.829 13.389 -0.36
C 15.606 22.119 12.058 -1.38
Pd 11.390 20.095 15.677 0.57
H 5.835 24.701 9.367 0.30
F 10.454 18.213 15.110 -0.60
C 12.685 24.708 12.837 -1.55
H 15.355 22.915 11.357 0.41
H 8.998 26.791 10.680 0.25
Cr 10.313 17.218 13.272 0.12
C 11.935 18.462 19.654 -1.67
H 15.638 14.205 11.827 0.57
H 6.266 22.254 12.560 0.32
O 14.133 15.806 6.958 -0.39
S 11.944 19.246 12.589 1.68
H 14.529 17.547 10.457 -0.32
O 10.500 19.007 12.377 -0.49
H 12.451 15.364 8.106 0.39
H 12.866 24.134 11.927 0.33
H 11.142 15.478 11.508 -0.04
H 10.081 14.969 8.805 0.39
H 9.214 24.926 13.148 0.37
N 11.083 23.183 13.747 -0.27
H 18.412 18.196 12.752 0.35
O 16.787 18.711 11.440 -0.39
H 16.873 20.965 10.686 0.37
H 14.406 15.924 13.161 -0.96
H 13.979 20.479 10.796 0.47
C 6.564 24.142 9.958 -0.39
H 14.056 18.155 17.887 0.40
C 14.323 14.881 13.473 1.77
H 12.871 14.520 5.889 0.30
C 7.829 20.894 10.582 -1.46
H 16.444 14.680 13.344 0.46
H 10.444 20.128 18.352 0.34
H 7.318 20.119 11.155 0.23
H 12.601 17.327 17.204 0.30
H 11.845 22.610 13.407 -0.01
H 14.273 19.368 14.530 0.04
C 10.320 13.045 11.414 -0.75
H 13.205 15.211 15.243 0.38
O 12.216 17.876 13.017 0.14
O 10.758 13.805 10.330 -0.32
H 9.537 28.230 11.528 0.31
C 14.110 14.654 14.983 -1.56
C 14.140 18.548 15.234 -1.15
H 11.247 16.736 10.652 -0.79
H 9.632 13.551 12.095 0.26
H 13.340 13.466 13.014 0.33
O 12.632 19.610 11.383 -1.36
H 17.698 12.367 13.394 0.31
H 14.872 19.847 9.653 0.28
C 13.083 18.284 17.411 -0.62
N 10.889 19.402 17.803 -0.44
H 8.706 20.418 10.140 0.32
H 14.611 14.131 5.682 0.28
H 8.341 27.243 12.282 0.33
C 12.212 19.161 18.395 0.41
H 16.547 11.084 12.948 0.26
H 9.376 17.302 9.090 0.23
C 9.765 14.701 9.813 -1.02
H 12.661 20.111 18.684 0.30
H 7.143 25.024 10.242 0.03
H 7.357 23.726 12.506 0.32
C 11.325 24.575 13.493 0.43
N 14.795 20.675 10.228 -0.71
H 8.736 22.860 10.869 0.14
C 15.906 20.843 11.174 -0.03
H 14.806 15.235 15.590 0.46
C 16.790 12.140 12.833 -0.76
C 9.240 27.191 11.665 -0.75
N 10.657 16.365 11.397 1.87
H 13.491 24.422 13.512 0.36
H 12.222 16.563 6.898 0.52
H 17.931 17.091 11.579 0.32
H 16.810 17.287 12.924 0.10
O 13.166 18.934 16.231 -0.07
C 13.883 14.925 5.840 -0.78
H 11.210 25.109 14.437 0.22
C 16.018 19.667 12.096 0.38
H 16.412 19.932 13.079 0.71
H 13.924 13.673 15.418 0.35
O 12.051 20.175 13.697 -0.06
H 12.458 18.505 9.982 -0.18
H 11.158 12.633 11.975 0.23
H 13.835 18.073 8.187 0.37
H 14.017 17.537 14.848 0.65
H 8.374 20.967 13.098 0.31
H 9.687 12.270 10.979 0.38
C 14.076 16.735 9.887 -0.47
O 6.027 23.414 11.033 -0.38
H 9.606 20.851 12.137 -0.15
H 8.672 17.971 10.604 0.07
H 7.820 16.704 9.565 0.48
H 17.047 12.401 11.805 0.30
```

Results
Net charge: +2
2S+1: 6
E_HOMO (spin up / spin down), eV: -12.77 / -12.80
<S²>: 8.936

(6)
Density functional theory data (ωB97M-V/def2-TZVPD) for C23H20N3ORuS2Se as an isolated structure in a non-equilibrium geometry.

```
51
Properties=species:S:1:pos:R:3:mulliken_charge:R:1
C 1.379 -0.396 -3.807 -2.10
H 0.807 -1.253 -3.444 0.42
O -3.384 -0.299 0.837 -0.71
H 3.006 -2.564 -3.393 0.39
C 3.508 -1.670 -3.767 -1.62
C 2.807 -0.401 -3.263 1.98
H 4.990 -0.532 -1.645 0.42
H 1.409 -0.449 -4.897 0.44
C 2.836 -0.382 -1.734 0.20
C 4.078 -0.460 -1.066 -0.53
C -5.304 2.986 -0.568 -0.16
C 1.773 -0.308 0.408 -1.62
H 3.488 -1.696 -4.860 0.45
S -1.514 1.805 0.092 -0.42
C -0.488 -2.914 0.003 0.27
C 3.002 -0.386 1.048 0.70
Ru -1.335 -0.279 1.005 -0.02
H -3.354 3.858 -0.733 0.41
C -2.158 -0.248 5.214 -0.68
C 3.538 0.838 -3.795 -1.58
H -7.087 1.775 -0.288 0.40
H -5.756 -0.181 0.567 0.43
C -3.243 1.861 0.002 0.77
C 1.684 -0.293 -0.982 0.51
H 4.552 -1.712 -3.452 0.32
C -5.318 0.754 0.255 -0.31
C 1.089 -0.298 2.534 1.25
C -1.252 -0.167 2.981 -0.09
H -5.826 3.863 -0.925 0.39
H 0.843 0.515 -3.531 0.39
C -6.012 1.834 -0.207 -0.69
Se 0.412 -4.402 0.274 -0.21
H 3.543 0.832 -4.887 0.43
H 0.704 -0.230 -1.432 0.69
N -3.968 0.790 0.357 0.55
H -3.017 -0.259 5.875 0.40
S 2.784 -0.395 2.766 -0.39
C -3.940 2.992 -0.461 -0.78
C 0.030 -0.261 3.545 0.41
H 3.044 1.753 -3.458 0.37
N -1.081 -1.912 -0.213 -0.73
H 5.148 -0.520 0.785 0.38
H -3.355 -0.110 3.441 0.50
C 4.181 -0.458 0.303 -1.37
C 0.226 -0.336 4.915 -0.70
C -0.877 -0.326 5.754 -0.68
C -2.353 -0.170 3.844 -0.14
H 1.228 -0.412 5.325 0.37
N 0.696 -0.261 1.304 0.55
H 4.575 0.870 -3.453 0.33
H -0.742 -0.390 6.826 0.39
```

Results
2S+1: 2
E_HOMO (spin up / spin down), eV: -7.30 / -7.43
<S²>: 0.764

(7)
Density functional theory data (ωB97M-V/def2-TZVPD) for one molecule with the formula C9H7F3OS in a non-equilibrium geometry.

```
21
Properties=species:S:1:pos:R:3:mulliken_charge:R:1
H -0.453 0.933 1.659 0.34
F -3.810 -0.759 0.310 -0.30
C -1.978 0.837 0.128 -0.50
C -0.555 1.067 0.528 0.46
H 3.725 1.282 0.586 0.27
C -1.644 -1.694 0.196 0.18
F -0.200 2.269 -0.053 -0.32
H -0.757 -0.233 -1.990 0.26
C -0.197 -1.461 -0.119 -0.14
F -2.159 -2.929 0.423 -0.27
H 2.086 1.773 1.229 0.38
S -3.019 2.024 -0.209 -0.21
C 0.063 -0.718 -1.414 -0.95
C 2.516 1.243 0.416 -1.27
C -2.467 -0.536 0.188 0.40
H 0.891 -1.125 -1.930 0.32
C 0.454 -0.121 -0.050 0.49
H 0.537 -2.282 0.158 0.44
H 2.420 1.695 -0.512 0.42
C 1.960 -0.126 0.160 0.54
O 2.587 -1.139 0.294 -0.55
```

Results
SMILES: CC(=O)[C@@]12C[C@@H]1C(F)=C(F)C(=S)[C@@H]2F
E_HOMO (spin up / spin down), eV: -9.14 / -9.14

(8)
Density functional theory data (ωB97M-V/def2-TZVPD) for a 8-piece molecular cluster, C61H66N2O20P overall in a non-equilibrium geometry.

```
150
Properties=species:S:1:pos:R:3:mulliken_charge:R:1
C -0.018 -8.126 4.847 -0.28
O -2.463 2.254 -2.498 -0.54
H -3.694 0.425 4.560 0.24
H 9.458 -0.913 0.186 0.41
N -4.360 1.217 2.690 0.20
C 0.913 -5.036 2.172 -0.46
H -0.121 3.383 0.498 0.64
H 0.032 -0.990 1.854 0.05
H 0.938 -6.239 4.950 0.66
H -3.143 9.152 -0.453 0.45
O -5.416 0.911 0.717 -0.49
C -2.192 0.903 -2.388 0.34
H -0.680 2.823 2.016 0.45
H 1.754 -5.614 2.541 0.53
O -0.838 -10.331 4.833 -0.54
O 1.126 -3.685 2.652 -0.48
O 1.576 4.645 1.546 -0.48
H 3.253 -4.687 -1.887 0.49
H -1.720 2.436 -0.557 0.70
O 2.603 -0.412 -2.968 -0.66
O 8.540 -2.618 -3.837 -0.56
H -1.882 -1.294 5.156 0.25
C -2.720 0.253 -1.113 -0.11
H -2.006 -3.525 -5.258 0.46
H 1.642 -1.277 -4.412 0.07
C -1.269 -2.814 -5.610 -0.54
H 1.603 -4.290 0.291 0.15
H 1.196 6.753 0.086 0.50
C -0.729 7.691 -2.523 -0.17
O -0.128 -2.975 -3.554 -0.48
C 5.460 -2.473 -3.477 -0.55
H -10.031 2.353 -3.781 0.42
H -3.671 0.730 -0.891 -0.44
C 2.401 -9.295 5.845 -0.39
H -4.810 1.765 4.648 0.33
P -0.062 -3.075 3.503 0.74
C -5.065 0.420 1.750 0.67
C 0.853 1.596 1.164 -0.44
C 0.852 -1.509 -5.118 0.40
C -1.946 -0.413 1.210 0.77
H -4.460 8.978 -2.565 0.42
H -2.259 -2.526 2.685 0.60
C -0.176 -2.480 -4.664 0.50
C 0.939 -5.074 0.651 -1.21
C -2.731 8.735 -1.363 -0.41
H 0.845 0.673 0.596 0.44
C -1.279 -2.666 2.238 -0.67
O -7.358 5.398 -1.900 -0.54
H 0.002 -5.471 2.572 0.46
O -0.356 -0.786 -8.373 -0.53
C 4.887 5.863 1.169 -0.46
C 9.334 -2.324 -2.967 0.56
H -5.112 -1.374 3.006 0.52
H -4.217 1.346 -2.969 0.31
C -8.824 3.894 -2.970 -0.45
H 1.039 -0.610 5.645 0.40
H -9.221 4.703 -3.571 0.42
C -7.758 4.259 -2.002 0.27
H 4.053 4.196 2.176 0.43
C -8.692 1.553 -2.242 0.24
C 0.275 -1.337 5.384 -0.78
H 6.471 -2.484 -3.882 0.74
H -1.213 -0.367 6.541 0.53
H 0.299 7.357 -2.450 0.38
C -0.842 -1.439 1.393 -1.07
C 3.222 7.350 -0.048 -0.28
H -0.599 -1.784 0.389 0.46
C -1.327 -2.265 -6.820 -0.45
H 0.292 0.998 3.184 0.02
C 1.181 1.295 2.632 -1.38
C -0.390 2.477 1.031 -1.08
C -1.428 7.598 -3.650 -0.43
O 3.220 -7.085 5.852 -0.55
C 3.592 -3.753 -2.316 -0.58
C 4.969 -3.744 -2.879 0.11
C 11.656 -2.260 -2.184 -0.41
C 11.214 -1.630 -0.913 0.26
H -1.305 -3.547 1.603 0.39
C 3.891 5.075 1.564 -0.26
C 4.632 7.065 0.330 0.15
O -9.080 0.410 -2.342 -0.54
H 1.619 2.168 3.106 0.48
O 5.537 7.780 -0.031 -0.52
H 1.336 -6.025 0.314 0.53
H -2.840 -1.006 1.009 -0.16
C -3.226 1.276 -3.392 -0.85
C 4.686 -1.387 -3.502 -0.61
C 2.826 -2.667 -2.349 0.03
H 1.689 2.182 0.794 0.65
H -1.045 0.260 4.922 -0.07
O -0.619 -3.967 4.530 -0.87
H -0.739 0.211 -0.515 1.22
C 0.795 -0.957 -6.327 -0.52
H -3.735 2.267 0.478 0.28
C -2.838 8.067 -3.724 0.32
H 5.017 -0.450 -3.933 0.49
H 3.351 -9.651 6.223 0.42
C -2.970 1.450 2.378 -0.33
H -0.048 -4.871 0.244 0.29
C 10.784 -2.582 -3.135 -0.43
H 1.532 -0.247 -6.678 0.49
H -7.226 1.116 -0.670 0.59
H -5.432 0.196 4.220 0.47
C 2.292 -7.830 5.622 0.24
H 1.437 -11.179 5.745 0.42
C 1.001 -7.311 5.102 -0.30
O -3.473 7.980 -4.749 -0.54
H -2.600 2.080 3.183 0.89
C -1.072 -0.660 5.504 -0.52
C 0.090 -9.590 5.069 0.29
H 3.057 8.229 -0.657 0.46
H -1.014 7.184 -4.561 0.44
O -0.689 8.342 -0.260 -0.56
H 12.719 -2.438 -2.284 0.40
C 8.888 -1.695 -1.699 -0.18
H -1.249 0.521 -2.778 0.56
H -2.716 3.327 1.391 0.51
H 1.880 0.465 2.691 0.44
O 12.003 -1.336 -0.045 -0.52
C -2.851 2.290 1.100 -1.87
C -5.394 -1.026 2.022 -1.58
C -7.627 1.918 -1.273 -0.24
C -1.668 0.478 -0.024 -1.71
N -1.623 1.928 0.326 0.46
O 5.660 -4.737 -2.846 -0.54
C 1.381 -10.109 5.590 -0.42
C 3.315 -1.399 -2.943 0.59
C -9.256 2.641 -3.082 -0.41
C -3.433 8.643 -2.490 -0.41
H 11.083 -3.043 -4.067 0.42
H -0.968 -7.767 4.470 0.46
O -2.119 0.316 2.414 0.49
H -4.899 -1.597 1.242 0.36
H 7.825 -1.518 -1.597 0.42
C 2.490 5.365 1.183 0.34
O 0.574 -1.728 4.023 -0.25
H -2.115 -2.495 -7.526 0.44
H 1.819 -2.654 -1.950 0.52
H -2.974 1.725 -4.337 0.37
C -0.301 -1.291 -7.276 0.19
C -4.581 0.852 4.100 -1.11
H -2.844 -0.811 -1.298 0.48
C -7.196 3.171 -1.162 -0.24
C -1.326 8.265 -1.291 0.53
H -6.422 3.456 -0.460 0.45
C 9.758 -1.373 -0.747 -0.42
H 5.919 5.674 1.434 0.42
C 2.229 6.558 0.348 -0.31
H 0.380 -2.167 6.073 0.44
H -6.460 -1.149 1.849 0.38
```

Results
Net charge: +1
E_HOMO, eV: -11.43